Entry 1:
Entry from OMol25: a structure of composition CH6NS in a non-equilibrium geometry (wB97M-V/def2-TZVPD).

Output
Kohn-Sham gap	8.56	eV
E_HOMO	-14.164	eV
energy above the lowest of the compared OMol25 structures with the same formula, charge and spin	424.5	kJ/mol
calculated total energy	-13447.71134	eV

Geometry as ORCA input:
```
! wB97M-V def2-TZVPD RIJCOSX def2/J DEFGRID3
* xyz 1 1
C 0.633 -0.521 0.794
N -0.464 -0.702 -0.025
S 2.086 -0.055 0.045
H -1.145 1.410 -0.666
H -1.390 2.125 -0.946
H -1.324 -1.039 0.599
H -0.287 -1.373 -0.769
H -0.846 0.310 -0.315
H 2.737 -0.156 1.282
*
```


Entry 2:
Entry from OMol25: a structure of composition C3H2Cl2CoO4Pm in a non-equilibrium geometry (wB97M-V/def2-TZVPD).

Output
Kohn-Sham gap (alpha / beta)	8.80 / 6.38	eV
E_HOMO (alpha / beta)	-27.292 / -27.849	eV
calculated total energy	-90506.86223	eV

Geometry as ORCA input:
```
! wB97M-V def2-TZVPD RIJCOSX def2/J DEFGRID3
* xyz 4 9
Co 0.021 -0.134 -2.953
Pm -0.704 0.476 1.522
Cl -0.521 1.130 -1.062
Cl 1.758 0.176 1.388
C -0.951 -1.474 3.587
C -0.317 0.776 -4.463
C 0.502 -1.410 -4.131
O -0.703 -1.955 4.604
O -0.434 1.088 -5.574
O 0.768 -2.075 -5.054
O 0.034 1.242 3.701
H -0.112 1.668 4.554
H 0.658 0.492 3.881
*
```


Entry 3:
Entry from OMol25: a structure of composition C7H22CuNO8S in a non-equilibrium geometry (wB97M-V/def2-TZVPD).

Output
Kohn-Sham gap	2.59	eV
E_HOMO	-0.608	eV
energy above the lowest of the compared OMol25 structures with the same formula, charge and spin	744.1	kJ/mol
calculated total energy	-80952.51868	eV

Geometry as ORCA input:
```
! wB97M-V def2-TZVPD RIJCOSX def2/J DEFGRID3
* xyz -2 1
Cu 2.387 2.622 0.498
S 7.433 3.875 2.549
O 7.268 4.674 3.735
O 8.837 3.907 2.046
O 7.193 2.442 2.766
O 6.415 4.289 1.621
C 4.646 -1.805 -4.564
C 3.549 -1.298 -3.525
C 2.264 -2.131 -3.701
O 4.156 -1.212 -2.184
H 4.527 -1.427 -5.580
H 4.763 -2.884 -4.462
H 5.641 -1.403 -4.370
H 3.183 -0.306 -3.793
H 1.919 -2.365 -4.708
H 1.428 -1.744 -3.118
H 2.502 -3.083 -3.226
C -4.930 -0.090 0.463
C -4.363 -0.911 1.689
C -4.852 -2.396 1.734
O -6.269 -2.420 1.647
C -6.753 -3.810 1.691
N -2.895 -0.993 1.674
H -4.148 0.215 -0.232
H -5.284 0.911 0.710
H -5.770 -0.497 -0.101
H -4.566 -0.308 2.574
H -4.464 -2.858 2.642
H -4.451 -2.948 0.884
H -6.207 -4.210 2.545
H -6.577 -4.281 0.724
H -7.835 -3.819 1.824
H -2.559 -1.503 0.869
H -2.652 -1.479 2.525
O 1.253 5.755 -2.709
H 1.960 5.916 -3.334
H 0.501 6.225 -3.071
O 1.164 3.615 4.839
H 0.214 3.702 4.759
H 1.373 4.034 5.674
*
```